{"formula": "C2H7N", "method": "the ωB97M-V functional and the def2-TZVPD basis", "symbols": ["C", "N", "H", "H", "H", "C", "H", "H", "H", "H"], "xyz": [[-1.224, -1.523, 0.462], [-0.452, -1.329, 1.446], [-1.609, -0.669, -0.099], [-1.665, -2.503, 0.237], [0.203, -2.108, 1.540], [0.951, 1.629, -0.711], [1.007, 0.658, -0.227], [1.333, 2.395, -0.045], [-0.085, 1.826, -0.979], [1.541, 1.625, -1.625]], "mulliken_charge": [-0.2506, -0.4611, 0.2297, 0.2516, 0.2386, -0.8564, 0.1632, 0.2301, 0.1973, 0.2575], "smiles": "C=N.C", "lumo_ev": 1.14, "gap_ev": 10.8, "homo_energy_ev": -9.67}

{"formula": "C39H53NP3V", "method": "the ωB97M-V functional and the def2-TZVPD basis", "symbols": ["V", "C", "C", "C", "P", "C", "C", "C", "C", "C", "C", "C", "C", "C", "C", "N", "C", "C", "C", "C", "C", "C", "C", "P", "C", "C", "C", "C", "C", "C", "H", "H", "H", "H", "H", "H", "H", "H", "H", "H", "H", "H", "H", "H", "H", "H", "H", "H", "H", "H", "H", "H", "H", "H", "H", "H", "H", "H", "H", "H", "H", "H", "H", "H", "H", "H", "H", "H", "H", "H", "C", "P", "C", "C", "C", "C", "C", "C", "C", "C", "C", "C", "C", "C", "H", "H", "H", "H", "H", "H", "H", "H", "H", "H", "H", "H", "H"], "xyz": [[0.257, -0.417, -0.945], [-3.995, -2.733, 0.453], [-2.922, -2.681, -0.638], [-1.837, -3.712, -0.342], [-2.253, -0.966, -0.873], [-3.463, -0.114, -1.975], [-3.221, 1.391, -1.992], [-4.947, -0.433, -1.801], [-2.183, -0.273, 0.809], [-3.255, 0.367, 1.423], [-3.181, 0.843, 2.728], [-4.346, 1.536, 3.367], [-1.984, 0.665, 3.421], [-0.892, 0.057, 2.832], [-0.975, -0.421, 1.522], [0.166, -0.916, 0.845], [1.159, -1.658, 1.511], [0.878, -2.378, 2.677], [1.874, -3.097, 3.312], [3.175, -3.140, 2.814], [4.243, -3.928, 3.511], [3.434, -2.467, 1.623], [2.457, -1.733, 0.958], [2.691, -1.091, -0.724], [4.385, -0.446, -1.083], [4.335, 0.471, -2.313], [5.092, 0.208, 0.101], [2.615, -2.614, -1.776], [3.530, -3.767, -1.384], [1.161, -3.068, -1.802], [-4.497, -3.701, 0.416], [-4.754, -1.960, 0.355], [-3.537, -2.632, 1.438], [-3.373, -2.916, -1.607], [-1.180, -3.383, 0.469], [-1.235, -3.933, -1.221], [-2.303, -4.644, -0.021], [-3.151, -0.514, -2.948], [-3.546, 1.846, -1.056], [-3.794, 1.843, -2.802], [-2.168, 1.635, -2.154], [-5.346, -0.026, -0.872], [-5.162, -1.499, -1.832], [-5.497, 0.035, -2.619], [-4.185, 0.480, 0.881], [-5.284, 1.273, 2.879], [-4.223, 2.619, 3.293], [-4.426, 1.284, 4.423], [-1.902, 1.031, 4.437], [0.039, -0.018, 3.377], [-0.124, -2.384, 3.083], [1.633, -3.640, 4.218], [4.172, -3.816, 4.592], [5.237, -3.615, 3.198], [4.139, -4.992, 3.286], [4.429, -2.532, 1.199], [4.936, -1.340, -1.387], [4.100, 1.502, -2.053], [3.617, 0.135, -3.064], [5.319, 0.483, -2.784], [4.469, 0.970, 0.572], [6.000, 0.701, -0.249], [5.379, -0.506, 0.870], [2.897, -2.248, -2.771], [3.239, -4.185, -0.420], [4.579, -3.474, -1.329], [3.455, -4.561, -2.128], [0.824, -3.354, -0.804], [1.017, -3.928, -2.458], [0.468, -2.305, -2.214], [2.118, 2.385, 0.202], [0.457, 2.064, -0.468], [-0.621, 3.003, 0.651], [-0.247, 3.172, 1.984], [-1.036, 3.919, 2.846], [-2.208, 4.502, 2.390], [-2.588, 4.339, 1.065], [-1.799, 3.599, 0.200], [0.412, 2.858, -2.087], [0.276, 4.232, -2.276], [0.287, 4.758, -3.559], [0.437, 3.922, -4.658], [0.580, 2.552, -4.482], [0.564, 2.030, -3.199], [2.230, 3.431, 0.487], [2.845, 2.147, -0.570], [2.304, 1.747, 1.067], [0.668, 2.734, 2.362], [-0.724, 4.055, 3.874], [-2.813, 5.098, 3.060], [-3.490, 4.811, 0.695], [-2.086, 3.522, -0.840], [0.158, 4.890, -1.424], [0.180, 5.825, -3.702], [0.443, 4.339, -5.656], [0.700, 1.902, -5.337], [0.692, 0.950, -3.079]], "mulliken_charge": [-0.3050, -1.6772, 0.4495, -1.2520, 0.6113, 0.4964, -1.1517, -1.4978, -0.3932, -0.3031, 0.2784, -1.4379, -1.1660, 0.1765, -0.6656, 2.3543, -1.3569, -0.4694, -0.9986, 0.1919, -1.7362, -0.6316, 0.4288, 0.9067, 0.5351, -1.5519, -1.2744, 0.4462, -1.6450, -1.7452, 0.5132, 0.3060, 0.3341, 0.7887, 0.0521, 0.2186, 0.6216, 0.5085, 0.2744, 0.5909, -0.0501, 0.2220, 0.4107, 0.4992, 0.1720, 0.4086, 0.1800, 0.4107, 0.5194, 0.6781, 0.5424, 0.4794, 0.4213, 0.3831, 0.3351, 0.5171, 0.5964, 0.3693, 0.3376, 0.4653, 0.1479, 0.4634, 0.3458, 0.5416, 0.3981, 0.3511, 0.4855, 0.2179, 0.6789, 0.4402, -1.5170, 2.0505, 0.4693, -0.8778, -0.7153, -0.7593, -0.9465, -0.6296, 0.1954, -0.1574, -0.8037, -0.5851, -1.1572, 0.0832, 0.5915, -0.0212, 0.4841, 0.2897, 0.5264, 0.4554, 0.4691, 0.7786, 0.5110, 0.4639, 0.4394, 0.4753, 0.0949], "lumo_ev": [-6.97, -5.34], "gap_ev": [6.7, 8.0], "multiplicity": 3, "charge": 2, "homo_energy_ev": [-13.67, -13.32]}

Calculated relative energy (zero: lowest compared OMol25 entry of this formula, charge and spin) in order - 31.2, 0.0 kcal per mole